1.
C40H72F6NO26S2 | ωB97M-V/def2-TZVPD

* total energy: -135344.2977 eV
* charge: -1
* energy relative to the best compared isomer or geometry (same formula, charge and spin): 234.49 kJ/mol
* LUMO level: 1.29 eV
* gap between HOMO and LUMO: 8.43 eV
* 2S+1: 1

XYZ file:
```
147
C40H72F6NO26S2 | the OMol25 dataset | ωB97M-V/def2-TZVPD
S -1.26 -0.17 -0.56
S 0.33 0.99 1.07
F 2.67 0.00 1.85
F -2.61 0.52 -2.76
F 2.18 1.81 2.89
F -0.66 -0.07 -3.13
F 2.97 1.99 0.91
F -0.89 1.91 -2.25
O -3.25 -4.41 6.24
O -0.11 2.32 0.69
O -0.32 0.37 2.24
O 7.90 7.12 -2.40
O -5.21 -7.84 -3.71
O -5.51 -9.28 -1.98
O 1.29 -7.53 -5.79
O -7.70 -0.35 -2.41
O -4.35 -1.79 -9.54
O -1.28 -4.24 7.15
O -1.61 -1.58 -0.69
O -4.59 5.39 4.77
O 3.28 -0.01 -2.92
O 4.14 8.94 2.30
O 3.83 0.75 8.43
O 8.79 2.83 5.41
O -2.58 4.63 4.15
O 5.87 -4.73 1.39
O -2.27 0.53 0.22
O 2.06 -3.66 0.30
O 2.64 3.41 -5.40
O 8.49 5.47 -3.83
O -7.57 0.24 -0.26
O 3.71 2.72 9.40
O 2.11 8.05 2.95
O -0.82 -6.82 -5.77
N 0.39 0.06 -0.15
C -7.49 -0.67 -1.07
C 4.55 -0.33 -2.49
C 0.42 -6.84 -6.22
C 1.56 -4.62 -0.58
C -1.58 -3.85 4.71
C 7.41 3.07 5.42
C -1.35 0.63 -2.31
C -0.45 -4.71 -6.73
C 6.94 7.37 -1.34
C -1.52 -5.61 -6.18
C -5.02 -8.11 -2.51
C -4.46 -0.53 -8.98
C 3.12 -0.11 7.56
C -7.23 -2.14 -0.80
C -5.73 5.51 2.76
C 1.71 0.48 7.76
C 3.22 2.82 -6.58
C 6.30 5.93 -1.20
C -4.19 5.54 2.49
C -7.80 -1.55 -3.06
C 7.68 5.98 -3.05
C 1.85 2.00 8.04
C -1.96 -4.16 6.16
C 6.38 5.32 -2.61
C -5.76 5.91 4.26
C 0.42 -5.80 -7.34
C -6.93 -2.49 -2.28
C 2.20 1.23 1.71
C -3.67 5.15 3.88
C -4.20 -7.39 -1.38
C -4.68 -8.16 -0.09
C 3.22 1.91 8.68
C 6.61 -5.07 0.24
C 2.95 8.65 2.05
C 1.03 8.03 0.94
C 2.11 9.07 0.77
C -3.90 -4.31 4.97
C -2.90 -3.54 4.09
C -5.05 -9.53 -0.63
C 0.82 7.88 2.47
H 6.22 8.10 -1.70
H 3.51 -0.02 6.55
H -3.87 -8.26 0.64
H -8.14 -2.61 -0.44
H 4.86 0.39 -1.74
H 6.89 5.34 -0.50
H 7.01 -4.15 -0.19
H 1.11 2.47 8.69
H 2.62 -0.20 -2.25
H -4.94 -2.39 -9.07
H -1.13 -4.78 4.35
H -2.25 -5.77 -6.97
H -4.07 -0.43 -7.96
H -4.83 -3.76 5.08
H 1.63 -2.83 0.07
H 3.28 -1.13 7.90
H -5.96 -9.92 -0.17
H -6.10 4.49 2.66
H -3.85 6.53 2.18
H 2.72 9.01 -0.13
H -2.96 -3.93 3.07
H -5.59 -7.71 0.30
H 7.51 7.73 -0.49
H -5.87 -2.35 -2.49
H 3.63 1.83 -6.37
H 6.50 4.23 -2.64
H 2.36 2.67 -4.85
H 4.60 -1.36 -2.12
H 6.83 2.24 5.01
H 0.09 8.34 0.49
H 1.85 10.10 0.98
H 5.12 -4.18 1.13
H -6.25 6.18 2.08
H -5.51 -0.26 -9.05
H 0.04 -6.22 -8.26
H -7.50 -1.43 -4.10
H 1.31 0.01 8.65
H -4.28 -10.30 -0.67
H 7.31 -5.90 0.31
H 1.66 -4.32 -1.62
H -6.67 5.48 4.69
H 1.36 7.11 0.45
H -6.37 -2.38 -0.17
H 5.89 -5.42 -0.51
H 7.10 3.21 6.45
H -8.84 -1.88 -3.03
H 1.46 -5.50 -7.47
H 0.09 8.56 2.90
H 1.01 0.22 6.96
H 5.53 5.51 -3.26
H -3.88 0.21 -9.53
H -2.03 -5.15 -5.34
H -3.12 -2.47 3.99
H 2.40 2.74 -7.29
H 0.50 -4.73 -0.34
H 5.24 -0.31 -3.33
H -3.13 -7.57 -1.51
H 5.28 5.89 -0.83
H -3.80 4.80 1.80
H -5.73 7.00 4.33
H -0.80 -3.93 -7.41
H 0.65 6.83 2.72
H 9.13 3.72 5.30
H 7.13 3.91 4.79
H -4.28 -6.31 -1.43
H 3.95 3.49 -7.03
H 2.02 -5.61 -0.47
H -7.16 -3.51 -2.60
H 0.06 -4.15 -5.95
H -0.82 -3.07 4.67
H -4.19 -5.30 4.61
H 1.77 2.59 7.12
```

=====

2.
C40H73BrClF6N4O3 | ωB97M-V/def2-TZVPD

* total energy: -153609.3549 eV
* charge: +1
* LUMO level: -4.57 eV
* gap between HOMO and LUMO: 5.10 eV
* 2S+1: 1

XYZ file:
```
128
C40H73BrClF6N4O3 | the OMol25 dataset | ωB97M-V/def2-TZVPD
Br -0.23 -5.34 -1.17
Cl -3.86 -3.83 1.30
F 4.27 -1.22 -2.08
F 1.80 -3.03 -2.39
F 6.08 -4.55 -1.80
F 4.28 -3.26 -3.30
F 3.02 -4.73 -1.02
F 5.40 -3.63 0.29
O 7.38 -1.68 -2.48
O 7.40 -1.81 -0.06
O 3.20 -1.66 0.67
N -3.18 0.37 -5.65
N -2.49 -2.80 -1.50
N -2.86 4.55 4.84
N -1.46 -2.98 -0.60
C 0.32 2.86 -0.25
C -4.25 0.80 -6.54
C 0.91 -4.84 2.06
C 2.34 -4.43 2.73
C -2.67 4.64 6.29
C -1.70 0.37 -1.05
C 1.95 2.56 -0.16
C -1.80 1.19 0.36
C -2.42 -4.97 0.89
C -2.45 -7.67 0.30
C -2.96 -1.08 -5.59
C -1.76 5.06 4.01
C -4.18 4.95 4.36
C 4.24 -2.71 -1.89
C 6.44 1.71 0.17
C 0.52 -2.74 5.04
C 4.40 3.55 -0.07
C -3.06 -6.15 -0.04
C -4.52 6.44 4.38
C -3.97 0.83 -8.04
C 2.80 -3.25 -1.28
C 2.88 3.79 -0.72
C 5.56 -3.31 -1.14
C 6.82 -2.21 -1.23
C 0.76 -2.36 0.64
C 2.27 -2.43 0.03
C 0.04 -2.18 3.72
C -0.37 -0.58 -1.19
C 0.05 -3.65 1.36
C 6.68 0.90 1.59
C -2.32 -1.75 -6.80
C -1.93 1.14 -5.71
C -0.48 -2.04 -0.44
C -2.42 6.03 6.89
C -2.11 2.63 -5.48
C -0.41 4.42 4.32
C -0.81 -3.04 2.61
C -1.11 -4.20 0.29
C 4.80 1.96 0.03
C -0.40 1.89 0.86
H -3.72 7.06 3.95
H 4.27 1.46 0.98
H -1.63 1.17 -1.93
H -0.67 2.57 1.78
H 0.34 4.78 3.60
H -1.14 3.13 -5.45
H 2.94 3.73 -1.90
H -1.83 4.00 6.57
H -3.00 1.27 -8.27
H -1.25 0.78 -4.93
H -5.42 6.62 3.79
H -4.01 -0.17 -8.47
H 5.83 0.07 1.69
H -4.96 4.41 4.92
H 0.63 -0.08 -0.84
H 7.05 2.73 0.16
H 5.16 4.16 -0.72
H -4.29 4.60 3.33
H -0.46 3.33 4.24
H 3.25 -4.88 2.10
H 2.45 -4.79 3.84
H -2.01 -2.76 -6.54
H -2.33 -1.30 -4.72
H -2.02 5.92 7.90
H -0.05 4.69 5.32
H -3.91 -1.58 -5.38
H 0.23 -5.25 2.96
H -2.71 -8.32 -0.66
H 2.42 4.83 -0.42
H -1.98 4.84 2.96
H 6.80 0.99 -0.69
H 4.33 4.01 1.03
H 0.34 -1.07 3.49
H -2.12 -5.46 1.92
H 0.78 -1.31 1.20
H -4.73 6.80 5.39
H -3.34 -2.36 -1.08
H -3.53 4.19 6.80
H 8.18 -1.12 -2.19
H -1.63 -2.30 2.18
H 0.33 1.03 1.22
H 2.15 1.58 -0.78
H -1.70 6.61 6.31
H -1.41 0.99 -6.67
H -0.11 2.69 -1.34
H -4.21 -6.23 0.29
H -4.57 1.81 -6.24
H -3.02 -1.84 -7.63
H -1.67 6.15 4.09
H -2.57 2.08 0.18
H 2.19 2.32 0.97
H 4.46 1.44 -0.99
H -0.24 -0.81 -2.35
H 2.49 -3.25 2.69
H -5.15 0.18 -6.36
H -3.03 -8.13 1.22
H 0.17 4.00 0.05
H -2.19 -2.33 -2.38
H -1.29 -7.64 0.44
H -1.42 -3.86 3.23
H -1.43 -1.22 -7.15
H -2.69 3.10 -6.29
H -3.10 -5.93 -1.20
H 1.66 -3.07 5.07
H -2.72 -0.19 -1.21
H 6.64 1.59 2.55
H -4.73 1.43 -8.54
H -0.14 -2.90 5.99
H 7.70 0.29 1.54
H 1.11 -5.79 1.39
H -2.62 2.83 -4.53
H -3.35 6.60 6.98
H -2.25 0.55 1.25
```

=====

> 2S+1 of number 1 (C40H72F6NO26S2)?

1

=====

> Which formula does entry 2 have?

C40H73BrClF6N4O3